# 1
ORCA calculation (ωB97M-V/def2-TZVPD) on an isolated ion of composition BrHNO2S and charge -1 at a distorted geometry.

Geometry as ORCA input:
```
! wB97M-V def2-TZVPD RIJCOSX def2/J DEFGRID3
* xyz -1 1
N -0.704 -0.146 -0.698
O 0.659 1.768 -0.499
O 1.185 -0.372 0.792
S -0.034 0.796 0.363
Br -2.129 -1.055 0.143
H 1.024 -0.992 -0.101
*
```

Results
Maximum force ... 3.9 eV/Å
Orbital gap ... 7.4 eV

=====

# 2
ORCA calculation (ωB97M-V/def2-TZVPD) on BrHf as an isolated structure at a distorted geometry.

Geometry as ORCA input:
```
! wB97M-V def2-TZVPD RIJCOSX def2/J DEFGRID3
* xyz 3 1
Hf -0.891 1.021 0.286
Br 0.891 -1.021 -0.286
*
```

Results
Maximum force ... 5.4 eV/Å
Orbital gap ... 6.7 eV

=====

# 3
ORCA calculation (ωB97M-V/def2-TZVPD) on BrHgPb as an isolated structure at a distorted geometry.

Geometry as ORCA input:
```
! wB97M-V def2-TZVPD RIJCOSX def2/J DEFGRID3
* xyz 3 1
Hg 5.689 9.604 19.033
Pb 3.607 9.524 24.441
Br 4.371 9.159 21.568
*
```

Results
Maximum force ... 1.5 eV/Å
Orbital gap ... 6.3 eV

=====

# 4
ORCA calculation (ωB97M-V/def2-TZVPD) on BrLi2 as an isolated structure at a distorted geometry.

Geometry as ORCA input:
```
! wB97M-V def2-TZVPD RIJCOSX def2/J DEFGRID3
* xyz 1 1
Li 0.761 0.483 0.971
Li 0.930 -0.681 -1.698
Br -1.690 0.198 0.727
*
```

Results
Maximum force ... 2.1 eV/Å
Orbital gap ... 6.4 eV

=====

# 5
ORCA calculation (ωB97M-V/def2-TZVPD) on a 12-piece molecular cluster, C100H142N8O9 overall at a distorted geometry.

Geometry as ORCA input:
```
! wB97M-V def2-TZVPD RIJCOSX def2/J DEFGRID3
* xyz 0 1
O -1.191 5.032 9.210
C -0.287 4.745 9.985
C 1.046 5.428 10.000
C 1.389 6.490 9.195
C 2.729 6.947 9.190
C 3.692 6.563 10.196
C 3.339 5.554 11.012
C 2.048 4.961 10.896
C 1.839 3.837 11.963
O 2.706 3.491 12.755
C 0.436 3.345 11.967
C 0.151 2.375 12.938
C -1.227 1.924 13.103
C -2.176 2.305 12.103
C -1.819 3.127 11.120
C -0.558 3.708 10.991
H 0.769 7.042 8.504
H 2.967 7.765 8.525
H 4.679 6.991 10.296
H 4.141 5.167 11.623
H 0.944 1.913 13.508
H -1.466 1.127 13.792
H -3.119 1.862 12.387
H -2.518 3.487 10.380
O 3.049 0.276 -12.796
C 4.200 -0.151 -12.706
C 4.556 -1.325 -11.767
C 3.713 -1.653 -10.707
C 3.993 -2.564 -9.738
C 5.298 -3.244 -9.853
C 6.147 -2.974 -10.934
C 5.822 -1.969 -11.861
C 6.848 -1.572 -12.758
O 7.959 -2.120 -12.715
C 6.610 -0.451 -13.725
C 7.653 -0.050 -14.613
C 7.378 1.084 -15.447
C 6.124 1.772 -15.303
C 5.087 1.277 -14.520
C 5.291 0.176 -13.676
H 2.855 -1.063 -10.421
H 3.285 -2.697 -8.933
H 5.575 -3.921 -9.059
H 7.139 -3.399 -10.914
H 8.595 -0.566 -14.726
H 8.120 1.506 -16.109
H 6.045 2.616 -15.973
H 4.132 1.775 -14.602
O 9.653 -3.914 7.217
C 9.356 -3.213 6.336
C 8.168 -2.236 6.511
C 7.468 -2.117 7.761
C 6.490 -1.170 7.931
C 6.004 -0.415 6.852
C 6.677 -0.616 5.621
C 7.700 -1.556 5.431
C 8.262 -1.700 4.085
O 7.792 -1.008 3.140
C 9.581 -2.377 3.988
C 10.468 -2.007 2.893
C 11.645 -2.720 2.777
C 12.155 -3.630 3.689
C 11.421 -3.787 4.939
C 10.104 -3.155 5.035
H 7.803 -2.549 8.693
H 6.166 -1.007 8.949
H 5.315 0.414 6.907
H 6.404 -0.062 4.735
H 9.997 -1.326 2.200
H 12.357 -2.558 1.981
H 13.132 -4.070 3.555
H 11.813 -4.517 5.632
O 1.239 0.950 1.172
C 0.211 0.551 0.692
C 0.223 -0.625 -0.281
C 1.424 -1.385 -0.473
C 1.418 -2.519 -1.217
C 0.353 -2.914 -2.010
C -0.814 -2.177 -1.935
C -0.816 -1.025 -1.109
C -2.216 -0.368 -0.942
O -3.208 -0.610 -1.586
C -2.315 0.742 0.208
C -3.586 1.281 0.474
C -3.662 2.286 1.487
C -2.540 2.650 2.134
C -1.371 1.947 1.990
C -1.171 1.129 0.861
H 2.293 -1.212 0.144
H 2.396 -2.976 -1.175
H 0.560 -3.837 -2.532
H -1.616 -2.704 -2.429
H -4.485 0.962 -0.032
H -4.539 2.785 1.871
H -2.611 3.469 2.834
H -0.534 2.112 2.653
C 1.410 -12.075 0.643
C 1.392 -13.089 -0.371
N 1.987 -12.687 -1.679
C 1.582 -11.425 -2.187
C 0.117 -11.370 -2.658
C 2.150 -13.790 -2.679
C 2.997 -14.913 -2.112
H 2.463 -12.059 0.923
H 0.754 -12.448 1.430
H 1.023 -11.133 0.252
H 1.868 -13.954 0.091
H 0.388 -13.353 -0.704
H 1.696 -10.617 -1.464
H 2.282 -10.989 -2.899
H -0.531 -11.305 -1.784
H -0.223 -10.617 -3.369
H -0.184 -12.252 -3.223
H 2.492 -13.379 -3.629
H 1.214 -14.327 -2.833
H 4.068 -14.709 -2.131
H 3.086 -15.665 -2.896
H 2.639 -15.455 -1.237
C 9.122 -1.429 -3.974
C 10.489 -2.010 -4.327
N 11.442 -0.907 -4.765
C 11.030 -0.240 -6.029
C 10.615 -0.994 -7.274
C 12.773 -1.491 -4.676
C 13.773 -0.392 -4.471
H 9.323 -0.480 -3.479
H 8.621 -2.053 -3.235
H 8.425 -1.118 -4.752
H 10.925 -2.394 -3.405
H 10.516 -2.805 -5.074
H 10.120 0.335 -5.864
H 11.756 0.543 -6.251
H 11.558 -1.390 -7.651
H 9.780 -1.684 -7.154
H 10.097 -0.313 -7.949
H 12.839 -1.932 -5.670
H 12.857 -2.205 -3.856
H 13.970 0.272 -5.312
H 14.753 -0.789 -4.204
H 13.409 0.285 -3.699
C 5.600 5.064 -2.376
C 5.271 5.397 -0.936
N 4.321 6.524 -0.669
C 4.416 6.924 0.747
C 5.722 7.605 1.209
C 2.867 6.248 -0.911
C 2.087 7.558 -1.042
H 4.671 5.421 -2.822
H 5.769 4.008 -2.582
H 6.358 5.764 -2.729
H 5.054 4.598 -0.227
H 6.258 5.762 -0.654
H 3.666 7.680 0.981
H 4.200 6.048 1.358
H 6.170 6.798 1.789
H 6.453 7.886 0.451
H 5.473 8.485 1.802
H 2.452 5.575 -0.162
H 2.564 5.589 -1.725
H 1.236 7.667 -1.714
H 2.809 8.282 -1.419
H 1.904 7.703 0.023
C -13.219 -4.239 4.477
C -11.854 -4.040 3.788
N -11.836 -2.701 3.102
C -10.579 -2.653 2.294
C -10.680 -3.263 0.844
C -11.892 -1.730 4.168
C -12.003 -0.339 3.860
H -13.301 -3.686 5.413
H -13.317 -5.244 4.888
H -13.939 -3.979 3.701
H -11.046 -4.289 4.476
H -11.742 -4.956 3.207
H -9.669 -3.014 2.774
H -10.266 -1.615 2.185
H -10.630 -4.334 1.041
H -9.820 -3.005 0.226
H -11.554 -3.017 0.240
H -12.844 -1.809 4.693
H -11.195 -1.823 5.001
H -12.883 -0.220 3.227
H -12.305 0.194 4.761
H -11.107 0.093 3.415
C -0.678 -2.488 5.908
C -0.237 -3.951 5.915
N -0.702 -4.775 4.722
C 0.270 -5.864 4.417
C 1.732 -5.420 4.151
C -2.047 -5.247 4.824
C -2.919 -4.715 3.638
H -1.259 -2.312 5.002
H 0.269 -1.957 6.005
H -1.233 -2.536 6.845
H 0.830 -3.782 6.059
H -0.733 -4.429 6.759
H 0.158 -6.750 5.042
H -0.264 -6.246 3.547
H 1.731 -4.517 3.539
H 2.143 -5.101 5.108
H 2.357 -6.162 3.654
H -2.525 -4.920 5.747
H -2.205 -6.326 4.816
H -3.897 -5.191 3.572
H -2.369 -4.737 2.696
H -3.345 -3.720 3.768
C -12.152 1.884 -3.497
C -13.058 2.299 -2.449
N -14.435 2.346 -2.932
C -14.682 3.241 -4.013
C -15.047 2.431 -5.251
C -15.452 2.546 -1.887
C -15.816 1.294 -1.107
H -12.082 2.656 -4.263
H -12.451 0.928 -3.927
H -11.178 1.679 -3.051
H -13.011 1.659 -1.568
H -12.670 3.260 -2.111
H -15.492 3.943 -3.814
H -13.824 3.802 -4.384
H -14.893 2.954 -6.195
H -14.513 1.482 -5.269
H -16.117 2.227 -5.215
H -16.369 2.881 -2.372
H -15.263 3.404 -1.241
H -15.023 0.551 -1.028
H -16.602 0.764 -1.646
H -16.202 1.529 -0.115
C -3.552 14.696 1.835
C -4.761 13.832 1.743
N -4.440 12.375 1.563
C -3.795 11.968 0.326
C -4.782 12.305 -0.862
C -3.731 11.794 2.788
C -4.644 10.685 3.297
H -3.684 15.774 1.747
H -2.758 14.359 1.169
H -2.918 14.344 2.650
H -5.406 13.941 2.615
H -5.424 14.146 0.936
H -2.900 12.576 0.200
H -3.650 10.889 0.263
H -5.713 11.758 -0.714
H -4.958 13.363 -1.054
H -4.376 11.980 -1.820
H -3.695 12.506 3.612
H -2.741 11.359 2.657
H -4.474 9.733 2.794
H -5.661 11.038 3.467
H -4.298 10.313 4.261
C -4.985 -3.191 -7.391
C -4.160 -3.859 -8.530
N -4.499 -5.090 -8.979
O -3.120 -3.282 -8.916
H -5.824 -2.815 -7.977
H -4.367 -2.428 -6.917
H -5.337 -3.863 -6.608
H -3.814 -5.430 -9.639
H -5.332 -5.661 -8.954
*
```

Results
Maximum force ... 5.1 eV/Å
SMILES ... O=C1c2ccccc2C(=O)c2ccccc21.O=C1c2ccccc2C(=O)c2ccccc21.O=C1c2ccccc2C(=O)c2ccccc21.O=C1c2ccccc2C(=O)c2ccccc21.CCN(CC)CC.CCN(CC)CC.CCN(CC)CC.CCN(CC)CC.CCN(CC)CC.CCN(CC)CC.CCN(CC)CC.CC(N)=O
Orbital gap ... 6.6 eV

=====

no.,highest occupied orbital energy (eV)
1,-3.8
2,-27.5
3,-23.9
4,-13.0
5,-7.9